The following is a quantum chemistry calculation of a cluster of 4 separate species, C10H28Cl3O12P3 in total, from the Open Molecules 2025 dataset.

XYZ file:
```
56
C10H28Cl3O12P3 | the Open Molecules 2025 dataset | ωB97M-V/def2-TZVPD
C -2.6084 1.6430 -2.2961
O -3.2392 2.3956 -1.2600
P -2.5487 2.2832 0.1752
O -2.2503 0.9257 0.6177
O -1.2850 3.2656 0.0989
C -1.4708 4.6326 -0.2399
O -3.6024 3.0430 1.1260
C -3.5201 2.7540 2.5090
H -3.3665 1.3334 -3.0127
H -2.0516 0.7886 -1.9154
H -1.9087 2.2413 -2.8884
H -0.7324 5.3408 0.1357
H -2.4170 5.0609 0.1016
H -1.4478 4.6769 -1.3323
H -3.5890 3.6396 3.1450
H -2.6136 2.2343 2.8187
H -4.3734 2.1469 2.8212
C -0.4156 5.5607 3.8600
O 0.9359 5.1443 3.9466
P 1.3700 3.6010 4.1094
O 2.7756 3.4167 3.8284
O 0.2675 2.8301 3.2628
C 0.6174 1.7277 2.4271
O 0.9430 3.3484 5.6469
C 1.2667 2.2866 6.4948
H -0.4693 6.6228 4.0966
H -0.9907 5.0567 4.6476
H -0.8487 5.3386 2.8828
H -0.0160 0.8542 2.5347
H 1.6461 1.3990 2.6133
H 0.6908 2.0503 1.3891
H 0.4029 2.0489 7.1187
H 2.0772 2.4545 7.2097
H 1.5521 1.3741 5.9638
C 0.4431 -3.2928 -4.3672
O 0.8372 -4.2362 -5.3757
P 1.3143 -5.6830 -4.9275
O 0.2881 -6.6793 -4.5902
O 2.3129 -5.4034 -3.7157
C 2.2563 -6.0318 -2.4404
O 2.2345 -6.1096 -6.1634
C 3.2211 -7.1215 -6.0127
H 0.8145 -2.3464 -4.7696
H 0.9782 -3.4324 -3.4327
H -0.6339 -3.1739 -4.2831
H 2.3683 -5.3371 -1.6102
H 3.0235 -6.8011 -2.3852
H 1.2690 -6.4889 -2.3416
H 3.0212 -7.9798 -6.6471
H 3.3145 -7.4840 -4.9818
H 4.1777 -6.6168 -6.1751
C -0.1489 -1.8572 0.3606
Cl 0.2940 -0.3723 -0.4877
Cl 0.8790 -1.9679 1.7804
Cl 0.1477 -3.2446 -0.7208
H -1.1920 -1.8598 0.6505
```

As for the total energy: -100833.9914 eV. As for the SMILES: COP(=O)(OC)OC.COP(=O)(OC)OC.COP(=O)(OC)OC.ClC(Cl)Cl. For the energy above the lowest of the compared OMol25 structures with the same formula, charge and spin, the calculation gives 22.11 kcal/mol. Its frontier orbital gap is 10.8329 eV. As for the charge: 0.

***

The following is a quantum chemistry calculation of a structure of composition C24H25AsAuN2O6S5, from the Open Molecules 2025 dataset.

XYZ file:
```
64
C24H25AsAuN2O6S5 | the Open Molecules 2025 dataset | ωB97M-V/def2-TZVPD
Au 0.1657 2.8273 -1.2634
S -1.8093 0.6187 -5.1068
As -1.1877 0.4393 -3.1419
S -1.9255 2.1317 -1.8403
S 0.8801 1.3211 -2.8182
S -1.4560 -1.3771 -2.1188
C 3.8827 -3.5736 -4.2225
C 3.5641 -2.9819 -2.8772
C 4.5730 -2.7274 -1.9487
C 4.2876 -2.1375 -0.7299
C 2.9718 -1.8055 -0.4349
C 1.9523 -2.0524 -1.3382
C 2.2546 -2.6421 -2.5543
S 2.5729 -1.0397 1.0984
O 2.8092 -1.9221 2.2089
O 1.2526 -0.4680 0.9599
N 3.7184 0.1192 1.1841
C 3.5971 1.2635 0.2718
C 2.7570 2.4084 0.8248
C 2.8917 3.6047 -0.1124
O 3.8663 4.3287 0.0071
O 1.9978 3.7648 -1.0391
H 4.9159 -3.9166 -4.2722
H 3.7324 -2.8311 -5.0084
H 3.2272 -4.4165 -4.4439
H 5.5984 -2.9798 -2.1918
H 5.0741 -1.9216 -0.0192
H 0.9352 -1.7449 -1.1361
H 1.4509 -2.7952 -3.2653
H 3.9393 0.3328 2.1489
H 3.1569 0.8922 -0.6573
H 4.5995 1.6218 0.0360
H 3.1306 2.7005 1.8077
H 1.7226 2.0890 0.9254
C -1.5428 -3.8549 1.3967
O -1.6863 -2.4498 1.5053
C -2.8744 -1.9051 1.1442
C -4.0487 -2.6115 0.9396
C -5.1889 -1.9330 0.5267
C -5.1605 -0.5673 0.3033
C -3.9835 0.1409 0.4968
C -2.8536 -0.5221 0.9364
N -1.5760 0.0847 1.0373
C -1.2300 1.3302 1.1623
C -1.9770 2.4742 1.5727
C -3.0685 2.3579 2.4609
C -3.6693 3.4615 2.9990
C -3.1843 4.7358 2.6476
C -2.1359 4.8861 1.7836
C -1.4921 3.7649 1.1898
O -0.5294 3.9982 0.3598
H -1.7759 -4.1881 0.3827
H -2.1822 -4.3756 2.1142
H -0.5011 -4.0653 1.6228
H -4.0759 -3.6823 1.0784
H -6.1020 -2.4897 0.3599
H -6.0421 -0.0516 -0.0515
H -3.9296 1.1961 0.2741
H -0.8025 -0.5471 0.8228
H -0.1711 1.4737 0.9887
H -3.4060 1.3694 2.7452
H -4.4911 3.3576 3.6939
H -3.6526 5.6178 3.0689
H -1.7659 5.8639 1.5054
```

As for the total energy: -159269.9766 eV. For the energy above the lowest of the compared OMol25 structures with the same formula, charge and spin, the calculation gives 0.00 kcal/mol. Its frontier orbital gap is 6.3958 eV. As for the charge: -1.

***

The following is a quantum chemistry calculation of a structure of composition C55H46BrCl3IrN5O4SSi, from the Open Molecules 2025 dataset.

XYZ file:
```
117
C55H46BrCl3IrN5O4SSi | the Open Molecules 2025 dataset | ωB97M-V/def2-TZVPD
Ir -0.6648 1.0846 0.5737
O -1.1617 0.9803 -1.6105
C -2.2339 0.9253 -2.2833
C -2.2133 1.3307 -3.6555
C -3.3070 1.2176 -4.4657
C -4.5044 0.6794 -3.9757
C -4.5902 0.3238 -2.6524
C -3.4982 0.4521 -1.7770
C -3.7414 0.2002 -0.3965
N -2.9629 0.4230 0.5977
C -3.5212 0.2488 1.9191
C -2.4228 0.2304 2.9864
N -1.4688 1.2823 2.7436
C -1.4448 2.2945 3.5328
C -0.5159 3.3746 3.5297
C -0.6099 4.3697 4.5151
C 0.3048 5.3904 4.5933
C 1.3476 5.4661 3.6617
C 1.4671 4.5274 2.6778
C 0.5569 3.4328 2.5811
O 0.7268 2.5697 1.6699
H -1.2834 1.7228 -4.0377
H -3.2554 1.5470 -5.4944
H -5.3576 0.5668 -4.6256
H -5.5278 -0.0391 -2.2514
H -4.7563 -0.1610 -0.1852
H -4.0986 -0.6818 1.9816
H -4.2013 1.0882 2.1212
H -1.8933 -0.7256 2.9407
H -2.8946 0.3338 3.9738
H -2.1863 2.3442 4.3394
H -1.4288 4.3237 5.2208
H 0.2243 6.1422 5.3629
H 2.0579 6.2794 3.7231
H 2.2743 4.5615 1.9596
O 1.5861 0.4683 0.3970
Si 2.7756 0.5780 1.3829
C 3.5885 -1.1876 1.5516
C 4.1916 -1.5959 2.7230
C 4.5749 -2.9229 2.8613
C 4.3702 -3.8141 1.8236
C 3.7921 -3.3853 0.6427
C 3.4015 -2.0629 0.5025
C 2.5189 1.0405 3.2187
C 1.6019 0.3296 3.9852
C 1.4036 0.6235 5.3225
C 2.1277 1.6372 5.9255
C 3.0495 2.3492 5.1801
C 3.2391 2.0544 3.8407
C 4.2339 1.5962 0.6531
C 5.4826 1.6536 1.2489
C 6.4514 2.5092 0.7464
C 6.1812 3.2841 -0.3683
C 4.9443 3.1997 -0.9844
C 3.9740 2.3518 -0.4773
H 4.3541 -0.9109 3.5422
H 5.0287 -3.2591 3.7822
H 4.6714 -4.8452 1.9321
H 3.6445 -4.0723 -0.1759
H 2.9348 -1.7209 -0.4061
H 1.0423 -0.4768 3.5335
H 0.6879 0.0626 5.9047
H 1.9912 1.8591 6.9733
H 3.6301 3.1342 5.6439
H 3.9632 2.6255 3.2779
H 5.7139 1.0419 2.1080
H 7.4188 2.5678 1.2228
H 6.9358 3.9506 -0.7593
H 4.7338 3.7924 -1.8626
H 3.0084 2.2747 -0.9493
Br -3.7210 3.5278 0.5476
C -2.0034 4.2472 0.2542
C -1.8305 5.6060 0.4582
C -0.5836 6.1367 0.1831
C 0.4169 5.2881 -0.2729
C 0.1334 3.9437 -0.4434
N -1.0634 3.4252 -0.1713
H -2.6507 6.2108 0.8144
H -0.4031 7.1922 0.3118
H 1.4051 5.6623 -0.4799
H 0.8748 3.2431 -0.7962
Cl -1.1290 -0.4310 -6.7209
C -0.9823 -1.5812 -5.4541
C -2.1031 -1.9718 -4.7395
C -1.9728 -2.9131 -3.7357
C -0.7491 -3.4975 -3.4273
C -0.6006 -4.6206 -2.4128
C -1.4523 -4.4160 -1.1402
N -0.9523 -3.3245 -0.3439
C -0.1140 -3.4369 0.7284
C 0.0770 -2.1724 1.2029
N -0.6267 -1.2975 0.4392
C -1.2229 -2.0137 -0.4873
O -0.7538 -5.8975 -3.0066
C -2.0323 -6.4853 -3.1594
C -3.0224 -5.7619 -4.0273
C -2.7948 -5.3665 -5.3157
Cl -1.3426 -5.5419 -6.1919
S -4.1693 -4.5848 -6.0231
C -5.0650 -4.8083 -4.5717
C -4.3413 -5.4368 -3.6125
C 0.3659 -3.0651 -4.1487
Cl 1.9372 -3.6885 -3.8174
C 0.2590 -2.1144 -5.1521
H -3.0683 -1.5538 -4.9727
H -2.8653 -3.2060 -3.2044
H 0.4512 -4.6391 -2.0953
H -1.3933 -5.3297 -0.5417
H -2.4978 -4.2293 -1.3954
H 0.2593 -4.3805 1.0702
H 0.6782 -1.8493 2.0258
H -1.8416 -1.6242 -1.2685
H -2.4933 -6.6690 -2.1798
H -1.7994 -7.4561 -3.6117
H -6.0795 -4.4670 -4.5221
H -4.7299 -5.6833 -2.6393
H 1.1359 -1.8025 -5.6957
```

As for the total energy: -202575.8245 eV. For the energy above the lowest of the compared OMol25 structures with the same formula, charge and spin, the calculation gives 0.00 kcal/mol. Its frontier orbital gap (spin up / spin down) is 5.2561 / 5.0232 eV. As for the charge: +1. The spin multiplicity is 2. Its expectation value of S² is 0.77.

***

The following is a quantum chemistry calculation of a structure of composition C27H26FeNP, from the Open Molecules 2025 dataset.

XYZ file:
```
56
C27H26FeNP | the Open Molecules 2025 dataset | ωB97M-V/def2-TZVPD
Fe -0.1041 -0.0774 -0.3696
C 2.2817 0.3104 -1.8407
N 1.9617 0.1663 -0.3998
C 2.8429 -0.8623 0.1821
C 2.2172 1.4561 0.3010
C 0.9640 2.2864 0.3604
C 1.0274 3.6794 0.3360
C -0.1200 4.4318 0.4937
C -1.3434 3.7996 0.6752
C -1.4208 2.4163 0.6795
C -0.2717 1.6415 0.4973
H 3.3469 0.5198 -1.9749
H 1.7027 1.1295 -2.2703
H 2.0333 -0.6131 -2.3641
H 3.8830 -0.5276 0.1245
H 2.7536 -1.7901 -0.3747
H 2.5746 -1.0357 1.2218
H 3.0364 1.9893 -0.1879
H 2.5420 1.2278 1.3178
H 1.9849 4.1682 0.2025
H -0.0649 5.5116 0.4781
H -2.2433 4.3858 0.8062
H -2.3869 1.9568 0.8198
C -1.9035 0.2124 -4.7678
C -1.3722 -0.9475 -4.2322
C -1.5711 -1.2571 -2.8897
C -2.3116 -0.3975 -2.0738
C -2.8452 0.7730 -2.6283
C -2.6480 1.0687 -3.9633
P -2.3647 -0.5879 -0.2538
C -4.0547 -0.2356 0.2547
C -5.1111 -0.6878 -0.5365
C -6.4154 -0.4768 -0.1237
C -6.6690 0.1824 1.0720
C -5.6214 0.6284 1.8630
C -4.3125 0.4197 1.4575
C -1.7804 -2.2267 0.1014
C -2.3851 -3.4652 0.2452
C -1.5610 -4.5784 0.3049
C -0.1863 -4.4265 0.1744
C 0.4040 -3.1708 0.0443
C -0.3916 -2.0269 0.0516
H -1.7499 0.4486 -5.8117
H -0.8121 -1.6292 -4.8582
H -1.1862 -2.1900 -2.4947
H -3.4250 1.4488 -2.0104
H -3.0754 1.9697 -4.3812
H -4.9126 -1.1914 -1.4742
H -7.2358 -0.8252 -0.7360
H -7.6900 0.3469 1.3882
H -5.8226 1.1363 2.7962
H -3.4949 0.7530 2.0836
H -3.4631 -3.5595 0.2970
H -1.9850 -5.5651 0.4324
H 0.4462 -5.3049 0.1818
H 1.4794 -3.1350 -0.0584
```

As for the total energy: -73578.4956 eV. For the energy above the lowest of the compared OMol25 structures with the same formula, charge and spin, the calculation gives 20.12 kcal/mol. Its frontier orbital gap (spin up / spin down) is 7.0825 / 8.7585 eV. As for the charge: +1. The spin multiplicity is 2. Its expectation value of S² is 0.99.